(1)
Formula: C2H11NO3
Source: the OMol25 dataset
Level of theory: ωB97M-V with the def2-TZVPD basis set

```
17
C2H11NO3, DFT ωB97M-V with the def2-TZVPD basis set
C 1.9955 -0.5522 -1.6358
C 0.9283 -1.3817 -0.2524
N 1.2163 -0.1113 -0.5020
H 2.2878 0.3675 -2.2520
H 1.4675 -1.1954 -2.4164
H 2.9951 -0.9209 -1.2628
H 0.0215 -1.8207 -0.6613
H 1.5621 -2.0067 0.3888
H -0.7990 1.8492 0.4467
H -0.4833 0.8838 -0.5761
O -1.2674 1.2624 -0.1936
H -2.1960 -0.0944 0.1197
H -2.9099 -1.3706 0.7668
O -3.0476 -0.4734 0.4809
H 0.8366 0.5576 0.9717
H 1.3231 1.3361 2.3384
O 0.5447 1.0606 1.8351
```

Output
ΔE to the lowest compared entry with this formula, charge and spin	453.8	kJ/mol
charge	0

=====

(2)
Formula: C2H11NO4
Source: the OMol25 dataset
Level of theory: ωB97M-V with the def2-TZVPD basis set

```
18
C2H11NO4, DFT ωB97M-V with the def2-TZVPD basis set
C -2.8712 1.1232 -0.7825
C -1.4190 1.0205 -0.4394
N -0.6811 0.1748 -1.2314
O -0.8814 1.7062 0.4092
H -3.5467 0.9846 0.0729
H -3.1701 0.3802 -1.5197
H -3.0942 2.0818 -1.2537
H -1.1197 -0.6914 -1.5138
H 0.2996 0.0053 -1.0290
O 1.7168 -1.3051 -0.7445
H 1.6270 -2.2353 -0.9829
H 2.6740 -1.1896 -0.7981
O 1.8431 2.4505 1.2338
H 0.9462 2.1187 1.0912
H 1.7756 3.4190 1.2865
O 1.6702 -3.5653 1.9076
H 2.5575 -3.8488 2.1540
H 1.6737 -2.6294 2.1398
```

Output
ΔE to the lowest compared entry with this formula, charge and spin	53.4	kJ/mol
charge	0
SMILES string	CC(N)=O.O.O.O

=====

(3)
Formula: C2H11NO4
Source: the OMol25 dataset
Level of theory: ωB97M-V with the def2-TZVPD basis set

```
18
C2H11NO4, DFT ωB97M-V with the def2-TZVPD basis set
C 1.1205 0.1559 -2.1220
C -0.1708 0.0557 -1.2540
N -0.1912 -0.9575 -0.2669
O -0.9813 0.8913 -1.4871
H 0.9443 0.8628 -3.0358
H 1.5140 -0.8546 -2.4440
H 1.9991 0.5801 -1.5062
H 0.6652 -1.2397 0.1242
H -1.0500 -1.0774 0.4085
O -0.9918 -0.7087 2.4839
H -1.6502 -0.3116 3.0688
H -0.1544 -0.4175 2.8139
O -3.4526 -0.0744 -0.1823
H -3.0380 -0.0372 0.5553
H -2.7863 0.1827 -0.9708
O 2.9294 1.3053 1.1795
H 2.0792 1.0643 0.8086
H 3.2147 0.5807 1.8265
```

Output
ΔE to the lowest compared entry with this formula, charge and spin	198.4	kJ/mol
charge	0
SMILES string	CC(N)=O.O.O.O

=====

(4)
Formula: C2H11NO5
Source: the OMol25 dataset
Level of theory: ωB97M-V with the def2-TZVPD basis set

```
19
C2H11NO5, DFT ωB97M-V with the def2-TZVPD basis set
O 1.7193 -0.8593 -1.0564
C 0.8451 -0.6478 -0.2313
N -0.4656 -0.4593 -0.5240
C -1.2182 -0.4795 -1.7472
O -1.9738 -1.6613 -1.9643
H 1.0785 -0.6415 0.8225
H -1.0350 -0.5183 0.3085
H -2.0707 0.2229 -1.6923
H -0.5328 -0.3028 -2.5803
H -1.3774 -2.4042 -1.8281
O -1.4825 1.0618 1.4800
H -2.3625 1.4157 1.6383
H -0.8059 1.1547 2.1620
O 2.9605 -1.0237 1.9356
H 2.3251 -1.6631 2.2774
H 3.2818 -1.2080 1.0391
O 0.4141 2.6973 0.3755
H 0.5726 1.9372 -0.1765
H 0.1274 3.3793 -0.2385
```

Output
ΔE to the lowest compared entry with this formula, charge and spin	137.3	kJ/mol
charge	0
SMILES string	O=CNCO.O.O.O

=====

(5)
Formula: C2H11O4
Source: the OMol25 dataset
Level of theory: ωB97M-V with the def2-TZVPD basis set

```
17
C2H11O4, DFT ωB97M-V with the def2-TZVPD basis set
C 1.0636 0.1497 -0.4766
O -0.0849 -0.2630 0.1249
C 2.3320 -0.5642 0.0484
H 1.0210 0.0806 -1.5867
H 1.2544 1.2376 -0.3416
H 3.1192 -0.6581 -0.7055
H 2.7783 0.0708 0.8187
H 2.0584 -1.5282 0.4815
H -1.6495 0.8300 -0.6638
H -2.3181 1.7432 0.3220
O -2.3985 1.4396 -0.5868
H -1.2238 -1.9532 -2.0264
H -1.1531 -1.0355 -0.8530
O -1.7706 -1.6984 -1.2763
H -1.0790 0.7313 3.0445
H -0.6746 0.4514 1.5384
O -1.2749 0.9664 2.1384
```

Output
ΔE to the lowest compared entry with this formula, charge and spin	36.1	kJ/mol
charge	-1

=====

(6)
Formula: C2H12B2Be2Cl4
Source: the OMol25 dataset
Level of theory: ωB97M-V with the def2-TZVPD basis set

```
22
C2H12B2Be2Cl4, DFT ωB97M-V with the def2-TZVPD basis set
Be 0.7347 -2.5185 0.4533
Be -1.2793 -0.5996 -1.7704
B -1.3342 -2.4825 -1.1487
H -0.4114 -2.1705 -1.7859
H -1.5877 -1.6767 -0.3478
H -2.2433 -2.6054 -1.8594
H -1.1285 -3.5088 -0.6161
B 0.7970 -0.3997 -0.5592
H -0.0745 -0.7083 0.1366
H 0.8260 -1.0534 -1.5204
H 0.4782 0.6832 -0.8685
H 1.8354 -0.3462 -0.0417
C 2.3500 2.9537 -0.2361
Cl 3.3871 4.3371 0.0534
Cl 1.0552 2.8176 0.9996
H 1.8700 3.1176 -1.1968
H 2.9217 2.0315 -0.2608
C -1.6759 0.4968 2.2373
Cl -2.1158 1.0663 0.5882
Cl -1.1213 -1.1880 2.2721
H -0.8044 1.0808 2.5232
H -2.4790 0.6729 2.9483
```

Output
ΔE to the lowest compared entry with this formula, charge and spin	0.0	kJ/mol
charge	+2

=====

(7)
Formula: C2H12N2O2
Source: the OMol25 dataset
Level of theory: ωB97M-V with the def2-TZVPD basis set

```
18
C2H12N2O2, DFT ωB97M-V with the def2-TZVPD basis set
C 1.8301 -0.8096 -1.2564
N 0.8887 -1.0490 -0.2213
C 0.1182 -0.0787 0.4586
N -1.3141 -0.4836 0.3628
H 2.7414 -1.3732 -1.1293
H 1.3823 -1.1578 -2.2070
H 2.2653 0.1449 -1.1370
H 1.1198 -1.9749 0.1488
H 0.2487 0.9139 -0.1397
H 0.5752 -0.0247 1.4745
H -2.0160 0.2043 0.5408
H -1.5065 -0.7612 -0.5832
O -0.2810 -0.9054 -5.3763
H 0.1430 -0.1359 -4.9378
H -0.9084 -1.1020 -4.6023
O -1.7733 3.2228 6.1614
H -1.1932 2.8162 6.7782
H -2.3201 2.5537 5.6652
```

Output
ΔE to the lowest compared entry with this formula, charge and spin	202.5	kJ/mol
charge	0
SMILES string	CNCN.O.O

=====

(8)
Formula: C2H12N2O2
Source: the OMol25 dataset
Level of theory: ωB97M-V with the def2-TZVPD basis set

```
18
C2H12N2O2, DFT ωB97M-V with the def2-TZVPD basis set
N -1.0669 -1.8139 -1.2028
C 0.3755 -1.5005 -1.0231
C 0.3965 -0.2621 -0.0514
N 0.0521 -0.4812 1.2772
H -1.4959 -2.3339 -0.4090
H -1.1726 -2.6226 -1.8178
H 1.1182 -1.1218 -1.8599
H 0.6582 -2.5052 -0.6087
H 1.4694 0.3135 -0.1384
H -0.3002 0.5422 -0.6413
H -0.6907 -1.1882 1.5547
H 0.5509 -0.2051 2.0499
O 1.2913 2.1771 -3.2174
H 0.9181 2.4190 -4.1147
H 1.4601 1.2286 -3.2612
O -1.0476 2.2979 4.7940
H -1.0606 1.8862 3.9242
H -1.4558 3.1699 4.7457
```

Output
ΔE to the lowest compared entry with this formula, charge and spin	244.4	kJ/mol
charge	0
SMILES string	NCCN.O.O

=====

(9)
Formula: C2H12N2O3
Source: the OMol25 dataset
Level of theory: ωB97M-V with the def2-TZVPD basis set

```
19
C2H12N2O3, DFT ωB97M-V with the def2-TZVPD basis set
C 0.1369 1.4974 0.3019
N 1.8490 -0.7867 0.4836
C 2.2699 0.5450 0.5091
N 1.5901 1.5920 0.3512
H -0.2664 2.5018 0.4051
H -0.2154 1.1217 -0.6625
H -0.2813 0.8621 1.0836
H 0.8708 -0.9631 0.7120
H 2.4979 -1.4259 0.9114
H 3.3429 0.6126 0.6879
H -3.8994 0.5450 0.0218
H -3.5535 0.3362 1.5164
O -3.2495 0.0995 0.6065
H 0.7004 -0.5814 -2.9606
H 1.1828 -0.8605 -1.5293
O 0.5138 -1.1096 -2.1876
H -1.7751 -0.9550 0.2351
H -0.7141 -1.4884 -0.6968
O -0.9997 -1.5426 0.2113
```

Output
ΔE to the lowest compared entry with this formula, charge and spin	0.0	kJ/mol
expectation value of S²	0.7505
charge	-1
2S+1	2

=====

(10)
Formula: C2H12N2O3
Source: the OMol25 dataset
Level of theory: ωB97M-V with the def2-TZVPD basis set

```
19
C2H12N2O3, DFT ωB97M-V with the def2-TZVPD basis set
C 0.3952 -1.7538 -0.1499
C 1.1211 -0.9634 0.6372
N 2.1304 -1.4910 1.5102
N -0.4831 -1.2647 -1.1592
H 0.6413 -2.8109 -0.2298
H 0.9138 0.0995 0.7090
H 2.5467 -0.7571 2.0607
H 1.7817 -2.1982 2.1404
H -1.0954 -0.5489 -0.7682
H -1.0312 -2.0135 -1.5709
H -1.6220 0.7450 1.3724
H -1.6940 0.8058 2.8178
O -2.3051 0.7996 2.0643
H -0.5220 1.1780 -3.5364
H -1.2688 0.9395 -2.1831
O -0.8612 1.6299 -2.7480
H 0.9680 3.0895 -0.0003
H 0.0547 2.1450 -0.9346
O 0.3297 2.3695 -0.0314
```

Output
ΔE to the lowest compared entry with this formula, charge and spin	101.9	kJ/mol
expectation value of S²	0.7506
charge	-1
2S+1	2

=====

(11)
Formula: C2H12N2O3
Source: the OMol25 dataset
Level of theory: ωB97M-V with the def2-TZVPD basis set

```
19
C2H12N2O3, DFT ωB97M-V with the def2-TZVPD basis set
H -0.7269 1.1359 2.2915
N -0.6641 0.4870 1.5252
C -1.4918 -0.4649 1.7105
N -1.4306 -1.6511 1.0277
C -2.6354 -2.4071 0.8809
H -2.1720 -0.4775 2.5640
H -0.7079 -1.5771 0.3263
H -3.5549 -1.8451 1.0213
H -2.7747 -3.2996 1.5130
H -2.6545 -2.8386 -0.1280
O 2.8667 1.9858 -2.7258
H 3.7891 1.9106 -2.8803
H 2.6704 2.4700 -1.9149
O 0.5627 -1.3294 -1.4337
H 0.8987 -0.7549 -2.1100
H 0.9841 -1.0343 -0.6218
O 1.7115 2.6200 -0.0209
H 1.3313 1.7420 0.0224
H 0.9256 3.1305 0.1424
```

Output
ΔE to the lowest compared entry with this formula, charge and spin	73.2	kJ/mol
charge	0
SMILES string	[H]/N=C/NC.O.O.O

=====

(12)
Formula: C2H12N2O3
Source: the OMol25 dataset
Level of theory: ωB97M-V with the def2-TZVPD basis set

```
19
C2H12N2O3, DFT ωB97M-V with the def2-TZVPD basis set
C -0.3891 1.0944 1.2078
N 1.0545 1.3570 1.0954
C 1.8226 0.5377 0.5121
N 1.7512 -0.8321 0.3029
H -0.8014 1.9045 1.8076
H -0.8536 1.2225 0.2313
H -0.5538 0.0636 1.5606
H 2.7755 0.9305 0.1380
H 0.8916 -1.3195 0.4562
H 2.6377 -1.2848 0.3484
O -3.3325 -0.2878 1.0626
H -4.1234 -0.5245 0.5616
H -3.4432 -0.7743 1.8881
O 1.1937 0.0926 -2.9541
H 1.2425 -0.1281 -2.0178
H 1.6745 0.9277 -3.0299
O -0.9984 -1.3335 -0.7840
H -1.6139 -1.0416 -0.0910
H -1.1433 -0.6794 -1.4785
```

Output
ΔE to the lowest compared entry with this formula, charge and spin	96.0	kJ/mol
charge	0
SMILES string	C/N=C\N.O.O.O

=====

Question: What is the ΔE to the lowest compared entry with this formula, charge and spin in the fifth record?
Answer: 36.1 kJ/mol

=====

Copy entry 12 word for word.
Formula: C2H12N2O3
Source: the OMol25 dataset
Level of theory: ωB97M-V with the def2-TZVPD basis set

```
19
C2H12N2O3, DFT ωB97M-V with the def2-TZVPD basis set
C -0.3891 1.0944 1.2078
N 1.0545 1.3570 1.0954
C 1.8226 0.5377 0.5121
N 1.7512 -0.8321 0.3029
H -0.8014 1.9045 1.8076
H -0.8536 1.2225 0.2313
H -0.5538 0.0636 1.5606
H 2.7755 0.9305 0.1380
H 0.8916 -1.3195 0.4562
H 2.6377 -1.2848 0.3484
O -3.3325 -0.2878 1.0626
H -4.1234 -0.5245 0.5616
H -3.4432 -0.7743 1.8881
O 1.1937 0.0926 -2.9541
H 1.2425 -0.1281 -2.0178
H 1.6745 0.9277 -3.0299
O -0.9984 -1.3335 -0.7840
H -1.6139 -1.0416 -0.0910
H -1.1433 -0.6794 -1.4785
```

Output
ΔE to the lowest compared entry with this formula, charge and spin	96.0	kJ/mol
charge	0
SMILES string	C/N=C\N.O.O.O